(1)
C18H16Cl3N2O10P2RuS2 | wB97M-V/def2-TZVPD

Geometry as ORCA input:
```
! wB97M-V def2-TZVPD RIJCOSX def2/J DEFGRID3
* xyz -2 2
Ru -0.30101 -0.36899 -2.09727
C 2.33288 -3.38683 -0.73292
C 2.10296 -2.01214 -0.18377
N 2.62104 -1.01665 -0.79272
N 2.58333 0.19500 -0.11982
C 2.17447 1.20783 -0.77345
S 1.35745 1.25750 -2.30754
S 2.46091 2.82178 -0.02615
C 2.51267 2.37842 1.73372
C 1.21403 2.65705 2.43825
C 0.03654 2.03804 2.02097
C -1.15263 2.28311 2.68739
C -1.19225 3.15680 3.76837
C -0.02875 3.78899 4.17869
C 1.16562 3.53685 3.51380
C 1.25904 -1.88403 1.02622
C 1.59014 -2.55072 2.20065
C 0.82692 -2.44061 3.35187
C -0.32107 -1.65403 3.30878
C -0.69202 -1.00962 2.14777
C 0.07233 -1.10453 0.96235
O -0.37359 -0.48060 -0.09049
H 2.98418 -3.34294 -1.60229
H 1.39121 -3.85717 -1.01904
H 2.78830 -4.01296 0.04219
H 3.32865 2.93030 2.20218
H 2.76332 1.31622 1.75281
H 0.04464 1.37243 1.16344
H -2.05462 1.78492 2.35438
H -2.12741 3.34580 4.28212
H -0.04728 4.47934 5.01428
H 2.07696 4.02972 3.83655
H 2.49484 -3.15052 2.21343
H 1.11969 -2.95066 4.26122
H -0.93909 -1.54722 4.19412
H -1.59575 -0.41391 2.10731
O -1.78096 -2.03253 -2.02716
P -0.89418 -2.83920 -3.13344
O -0.97554 -4.29823 -3.05248
O 0.45885 -2.12960 -2.88560
O -1.46392 -2.28030 -4.52347
P -0.79224 -0.94681 -5.23221
O 0.67401 -1.47648 -5.62900
O -1.55681 -0.58878 -6.42945
O -0.61709 0.05845 -4.09979
H -2.59178 -1.51746 -2.28938
H 1.16490 -1.60921 -4.79973
Cl -5.50490 1.85572 -1.79140
C -3.76748 2.20733 -1.77062
Cl -3.39020 3.31397 -3.10939
Cl -3.35470 2.97965 -0.23217
C -2.90602 0.90253 -1.95582
O -3.49769 -0.14326 -2.20943
O -1.68090 1.14823 -1.84682
*
```

The value obtained for the electronic energy is -122789.504 eV. As for the expectation value of S²: 0.76. For the HOMO energy (alpha / beta), the calculation gives -0.0980 / -0.0946 hartree. As for the relative energy (zero: lowest compared OMol25 entry of this formula, charge and spin): 3.1 kcal per mole. Its strongest force on any atom is 0.5 eV/A. The calculation puts the HOMO-LUMO gap (alpha / beta) at 6.944 / 6.851 eV.

=====

(2)
C4H7N4O2 | wB97M-V/def2-TZVPD

Geometry as ORCA input:
```
! wB97M-V def2-TZVPD RIJCOSX def2/J DEFGRID3
* xyz 1 1
C 0.41250 2.08821 0.02499
C -1.69468 0.25279 -0.55276
C 1.28469 1.02203 0.36569
C -0.11535 -1.41360 -0.21551
N -0.87419 1.91036 -0.05632
N -1.05056 -0.70817 0.31472
N 0.55380 -2.29218 0.49878
N 2.42861 0.65797 0.46184
O 3.37424 -0.01096 0.61500
O -1.32598 0.19906 -1.70192
H 0.82205 2.98236 -0.29365
H -2.77216 0.44135 -0.29241
H 0.15820 -1.11271 -1.23504
H -1.29265 2.50921 -0.65096
H -1.16903 -0.89647 1.24967
H 0.14892 -2.52267 1.42052
H 1.11156 -3.10658 0.04736
*
```

The value obtained for the electronic energy is -14305.303 eV. For the HOMO energy, the calculation gives -0.5073 hartree. As for the relative energy (zero: lowest compared OMol25 entry of this formula, charge and spin): 59.0 kcal per mole. Its strongest force on any atom is 5.2 eV/A. The calculation puts the HOMO-LUMO gap at 9.088 eV.

=====

(3)
C3H6ClN2 | wB97M-V/def2-TZVPD

Geometry as ORCA input:
```
! wB97M-V def2-TZVPD RIJCOSX def2/J DEFGRID3
* xyz 1 1
C -0.46775 0.96183 -0.00095
C 0.52800 -0.07983 0.25359
C 0.41796 0.33734 -1.24511
N -1.40093 1.61769 0.49294
N 0.06981 -1.40770 0.82165
Cl 1.77383 1.11058 -1.90315
H 1.45870 0.28235 0.72655
H -0.22635 -0.18059 -1.93315
H -1.94506 2.27556 -0.06499
H 0.72724 -1.71819 1.49414
H -0.12273 -2.20615 0.28358
H -0.81271 -0.99290 1.07492
*
```

The value obtained for the electronic energy is -18700.817 eV. For the HOMO energy, the calculation gives -0.4986 hartree. As for the relative energy (zero: lowest compared OMol25 entry of this formula, charge and spin): 74.0 kcal per mole. Its strongest force on any atom is 3.6 eV/A. The calculation puts the HOMO-LUMO gap at 9.375 eV.

=====

(4)
C6H11N | wB97M-V/def2-TZVPD

Geometry as ORCA input:
```
! wB97M-V def2-TZVPD RIJCOSX def2/J DEFGRID3
* xyz 0 1
C 2.76978 -0.36032 0.28300
C 1.68104 -0.45033 -0.81090
N -1.06779 -1.50471 -0.16105
C -0.63896 -0.20881 0.10115
C 0.43953 0.31014 -0.52065
C -1.97755 1.86746 0.32850
C -1.69929 0.63575 0.71454
H 3.61731 -1.00414 0.08415
H 3.21539 0.63674 0.16325
H 2.40929 -0.41023 1.30503
H 1.55317 -1.51882 -1.02923
H 2.20030 -0.12251 -1.71854
H -0.43718 -2.15651 -0.59585
H -1.77040 -1.93025 0.41962
H 0.45507 1.37762 -0.69780
H -2.67678 2.43141 0.93757
H -1.25443 2.43908 -0.23567
H -2.43397 0.08522 1.29440
*
```

The value obtained for the electronic energy is -7888.701 eV. For the HOMO energy, the calculation gives -0.2777 hartree. As for the relative energy (zero: lowest compared OMol25 entry of this formula, charge and spin): 42.2 kcal per mole. Its strongest force on any atom is 1.9 eV/A. The calculation puts the HOMO-LUMO gap at 8.674 eV.

=====

(5)
C3H8NOS | wB97M-V/def2-TZVPD

Geometry as ORCA input:
```
! wB97M-V def2-TZVPD RIJCOSX def2/J DEFGRID3
* xyz 1 1
C 2.48191 -0.67273 -0.01553
C -1.91528 0.51228 0.11602
C 1.24319 0.16782 -0.06686
N -2.96449 -0.35540 0.06790
O 0.98403 1.44853 -0.17155
S -0.09733 -0.80823 0.26341
H 2.31827 -1.68455 -0.55716
H 3.33717 -0.04863 -0.37167
H -1.59921 1.13881 0.96798
H -1.82176 0.94861 -0.80893
H -3.15093 -0.72497 -0.83244
H 2.58353 -0.93847 1.01935
H 1.71614 2.07650 -0.39930
H -3.11524 -1.05955 0.78878
*
```

The value obtained for the electronic energy is -17605.408 eV. For the HOMO energy, the calculation gives -0.5014 hartree. As for the relative energy (zero: lowest compared OMol25 entry of this formula, charge and spin): 23.6 kcal per mole. Its strongest force on any atom is 3.0 eV/A. The calculation puts the HOMO-LUMO gap at 9.187 eV.

=====

(6)
C30H75BrClN4O6P4 | wB97M-V/def2-TZVPD

Geometry as ORCA input:
```
! wB97M-V def2-TZVPD RIJCOSX def2/J DEFGRID3
* xyz -1 1
C 2.62319 -5.93284 1.73129
C 1.47208 -5.21842 0.98987
C 0.06999 -5.59760 1.51532
C -0.56208 -4.54353 2.44254
C 0.34867 -4.35774 3.65442
C -0.85941 -3.25264 1.66544
O -2.12328 -3.23250 1.05068
P -3.22553 -2.00641 1.61836
C -3.70544 -3.16928 3.06116
C -4.11702 -4.58615 2.68770
C -4.45214 -5.32230 4.00534
Br -4.12003 -7.23962 3.90409
P -4.95383 -2.59480 0.25404
C -6.51918 -2.82807 1.22084
C -4.55137 -4.14118 -0.67828
P -2.36833 -0.81321 -0.23668
O -3.53049 -0.51460 -1.39179
Cl -1.94668 1.15120 0.38737
P -4.45897 -0.21454 2.31470
O -5.15716 0.43373 1.20113
O -5.60303 -0.57720 3.45485
O -3.54182 0.91258 3.07361
O -1.90611 -1.30113 2.53896
C -0.66129 -1.90947 2.38408
N 0.29125 -1.08983 1.63791
H 3.26663 -6.48218 1.05208
H 2.26688 -6.62792 2.48560
H 3.23355 -5.19647 2.24390
H 1.51367 -5.46900 -0.06323
H 1.63415 -4.15481 1.10968
H 0.20878 -6.47836 2.13889
H -0.61206 -5.85452 0.71054
H -1.48471 -4.98292 2.80944
H 1.31485 -3.92026 3.40933
H 0.55458 -5.34117 4.07243
H -0.10533 -3.76174 4.43584
H -0.16720 -3.22525 0.81833
H -4.49092 -2.77821 3.71311
H -2.82472 -3.26369 3.69768
H -3.33289 -5.15929 2.21405
H -5.02414 -4.63056 2.10041
H -5.49345 -5.14410 4.24700
H -3.87029 -4.91695 4.82123
H -7.06416 -3.71567 0.89540
H -6.34032 -2.95691 2.28426
H -7.16107 -1.97413 1.05883
H -4.99516 -5.05512 -0.28034
H -3.48294 -4.29186 -0.78247
H -4.95167 -4.02377 -1.68052
H -3.86958 0.37843 -1.21957
H -5.21576 -0.63114 4.34294
H -3.36262 0.60115 3.97456
H -0.28734 -1.96155 3.41130
H 1.19077 -1.55611 1.61451
H 0.40954 -0.19864 2.10694
C -2.75859 4.25788 0.29193
C -2.99560 5.68635 -0.17516
N -1.78111 6.36037 -0.60587
C -1.95830 7.78353 -0.81808
C -2.90159 8.23019 -1.94273
C -1.00858 5.66744 -1.62197
C -1.69837 5.35404 -2.95631
H -2.02075 4.22531 1.09435
H -3.68762 3.83295 0.67173
H -2.42249 3.61432 -0.51556
H -3.41440 6.25540 0.66038
H -3.76978 5.67436 -0.95939
H -0.97411 8.23612 -0.97699
H -2.32087 8.21179 0.12235
H -2.44889 8.10279 -2.92575
H -3.13152 9.29340 -1.83362
H -3.84872 7.69130 -1.92742
H -0.65185 4.72886 -1.19282
H -0.09899 6.24406 -1.81617
H -2.71436 4.98177 -2.82302
H -1.13956 4.58208 -3.48927
H -1.73503 6.22749 -3.60813
C 1.38324 9.11467 -8.73888
C 1.50908 8.93777 -7.23302
N 0.77704 9.93397 -6.47399
C 1.10026 9.92458 -5.05707
C 0.73594 8.67900 -4.24277
C -0.63477 10.05649 -6.79499
C -1.52115 8.81247 -6.64118
H 1.70012 10.11350 -9.04204
H 2.01845 8.38784 -9.24704
H 0.36354 8.95117 -9.08897
H 2.56644 9.02982 -6.97039
H 1.21448 7.90848 -6.97441
H 0.64130 10.80178 -4.59252
H 2.17921 10.08884 -4.96865
H -0.33202 8.63429 -4.03247
H 1.24707 8.70839 -3.27814
H 1.03285 7.75406 -4.73765
H -0.71574 10.40707 -7.82701
H -1.05089 10.87013 -6.19570
H -1.04170 7.91300 -7.02936
H -2.45022 8.95197 -7.19765
H -1.79739 8.63117 -5.60356
C 5.86058 -9.09110 2.66039
C 6.88359 -8.13792 2.06047
N 6.74911 -6.77762 2.54295
C 7.53997 -5.82143 1.78800
C 9.06824 -5.94161 1.83682
C 6.77234 -6.61205 3.98508
C 8.01137 -7.10084 4.74909
H 4.84535 -8.73432 2.48294
H 5.96098 -10.07431 2.19837
H 6.00084 -9.22378 3.73378
H 6.73434 -8.12352 0.97744
H 7.89203 -8.55040 2.22950
H 7.25104 -4.81448 2.10064
H 7.22510 -5.89685 0.74245
H 9.47696 -5.57935 2.77920
H 9.50850 -5.33312 1.04406
H 9.40685 -6.96699 1.68524
H 5.89727 -7.12115 4.39576
H 6.60471 -5.55600 4.20950
H 8.35679 -8.07338 4.39550
H 7.77103 -7.20620 5.80912
H 8.83988 -6.39760 4.67956
*
```

The value obtained for the electronic energy is -170295.428 eV. For the HOMO energy, the calculation gives -0.1286 hartree. Its strongest force on any atom is 1.5 eV/A. The calculation puts the HOMO-LUMO gap at 5.624 eV.